Density functional theory data (wB97M-V/def2-TZVPD) for a gas-phase ion, C2H3NO3P (charge -1) in a non-equilibrium geometry.

Bonds (Å) are listed after each position.
Positions of all 10 atoms, in Å:
1 P -1.55534 0.11650 0.19811  O2 1.794, O3 1.479, O4 1.723, N5 1.618, C6 2.141
2 O -0.26217 -1.02855 0.68372  P1 1.794, C6 1.348
3 O -2.96095 -0.34362 0.22745  P1 1.479
4 O -0.67239 -0.22757 -1.24142  P1 1.723, C6 1.381
5 N -0.99817 1.47595 0.87576  P1 1.618, H8 1.068
6 C 0.37704 -0.57444 -0.41317  P1 2.141, O2 1.348, O4 1.381, C7 1.317
7 C 1.67781 -0.37635 -0.45810  C6 1.317, H9 1.073, H10 0.969
8 H 0.05535 1.55363 0.72025  N5 1.068
9 H 2.10092 -0.74526 0.45643  C7 1.073
10 H 2.23792 0.14971 -1.04903  C7 0.969

Computed properties:
Frontier orbital gap: 8.497 eV
Total energy: -699.92036 hartree
Charge: -1
Lowest unoccupied orbital energy: 4.14 eV
M: 120.0 g mol⁻¹
Energy above the lowest of the compared OMol25 structures with the same formula, charge and spin: 41.0 kcal/mol